## i
Density functional theory data (ωB97M-V/def2-TZVPD) for a 2-piece molecular cluster, C3H7NO overall.

Each line ends with the Mulliken charge.
Atoms and positions in Å:
C -1.65714 -1.52932 -1.13248  -0.32
N -1.45219 -0.79416 -0.12791  -0.38
C -0.56771 -1.34114 0.91983  -0.72
H -2.56568 -1.27787 -1.67176  0.27
H -0.91026 -2.26405 -1.44322  0.30
H -0.61645 -2.42798 0.86739  0.33
H 0.44405 -1.05808 0.60233  0.28
H -0.79038 -0.98051 1.91606  0.26
C 1.98248 2.91478 0.06715  -0.02
O 3.09939 3.05456 0.48880  -0.38
H 1.36068 3.78804 -0.19584  0.22
H 1.67320 1.91573 -0.29035  0.18

E_LUMO = 0.86 eV
charge = 0
HOMO-LUMO gap = 10.37 eV

## ii
Density functional theory data (ωB97M-V/def2-TZVPD) for C3H7NO as an isolated structure.

Each line ends with the Mulliken charge.
Atoms and positions in Å:
C 1.22064 1.56380 -0.31896  -0.66
O 0.09575 1.03789 -0.96292  -0.34
C -0.19126 -0.18236 -0.57813  0.20
N 0.33534 -0.79168 0.39574  -0.56
C -1.07631 -1.40343 0.73962  -0.73
H 1.09007 1.71375 0.74980  0.30
H 2.06373 0.89223 -0.46706  0.31
H 1.39665 2.51283 -0.79675  0.23
H -0.81550 -0.58362 -1.37017  0.42
H -1.98006 -1.28254 0.08966  0.31
H -0.81520 -2.43098 0.78762  0.25
H -1.32384 -1.04589 1.73155  0.28

E_LUMO = 1.09 eV
charge = 0
HOMO-LUMO gap = 10.16 eV

Which structure wins on stability? i wins.

## i
Density functional theory data (ωB97M-V/def2-TZVPD) for a 2-piece molecular cluster, C3H7NO overall.

Each line ends with the Mulliken charge.
Atoms and positions in Å:
H -1.92660 0.73405 0.86400  0.21
N -0.93566 0.72319 0.64284  -0.47
C -0.19900 0.28869 1.62024  0.10
O 1.05841 0.06607 1.46881  -0.55
H -0.61452 0.06761 2.61594  0.34
H 1.16045 -0.18310 0.34847  0.30
C 0.88878 -0.55255 -1.05094  -0.88
C -0.36819 0.05705 -1.13949  -0.14
H 1.72700 -0.05083 -1.53194  0.32
H 0.93580 -1.63967 -1.02988  0.31
H -1.26856 -0.54905 -1.21347  0.23
H -0.45790 1.03855 -1.59459  0.22

E_LUMO = 0.96 eV
charge = 0
HOMO-LUMO gap = 9.20 eV

## ii
Density functional theory data (ωB97M-V/def2-TZVPD) for C3H7NO in the gas phase.

Each line ends with the Mulliken charge.
Atoms and positions in Å:
C 1.54025 0.29744 -0.64688  -1.05
C 0.05704 0.64535 -0.68760  -0.21
C -0.74799 0.18300 0.48037  -0.12
N -1.36506 -0.91458 0.34885  -0.35
O -1.87809 -1.23860 1.62561  -0.40
H 1.80418 -0.74827 -0.36141  0.34
H 2.07032 0.79843 0.23935  0.27
H 2.08398 0.43029 -1.64806  0.28
H 0.04833 1.81511 -0.82173  0.22
H -0.41226 0.25569 -1.55635  0.28
H -0.74002 0.52396 1.55729  0.41
H -2.46068 -2.04783 1.47058  0.35

E_LUMO = 1.16 eV
charge = 0
HOMO-LUMO gap = 10.93 eV

## iii
Density functional theory data (ωB97M-V/def2-TZVPD) for a 2-piece molecular cluster, C3H7NO overall.

Each line ends with the Mulliken charge.
Atoms and positions in Å:
C 1.89866 0.65229 -0.12530  -0.62
C 1.12797 -0.30926 0.36502  -0.07
N -0.25728 -0.27135 0.55235  -0.34
C -0.85162 0.65496 1.16988  -0.34
H 1.59361 1.66679 -0.34813  0.28
H 2.94522 0.45216 -0.31408  0.24
H 1.57428 -1.26705 0.60483  0.33
H -1.92281 0.52785 1.27246  0.23
H -0.30841 1.50664 1.58029  0.30
O -2.16073 -1.22988 -1.91316  -0.65
H -1.26486 -1.56803 -1.78669  0.32
H -2.37403 -0.81512 -1.05747  0.32

E_LUMO = 0.69 eV
charge = 0
HOMO-LUMO gap = 10.23 eV

## iv
Density functional theory data (ωB97M-V/def2-TZVPD) for a 2-piece molecular cluster, C3H7NO overall.

Each line ends with the Mulliken charge.
Atoms and positions in Å:
C -0.55226 -1.48314 -0.70020  -0.84
C -1.05553 -2.90103 -0.82063  0.16
O -1.35335 -3.57695 0.12424  -0.46
H 0.35396 -1.18429 -1.21965  0.30
H -1.36050 -0.78869 -0.94245  0.27
H -0.43709 -1.34561 0.38011  0.26
H -0.89796 -3.34373 -1.82730  0.29
C 1.16054 2.56461 1.03221  -0.20
N 0.73310 3.54941 0.39481  -0.49
H 1.05760 2.25902 2.08581  0.23
H 1.87750 1.86311 0.58477  0.21
H 0.47398 4.38729 0.90829  0.24

E_LUMO = 0.90 eV
charge = 0
HOMO-LUMO gap = 10.69 eV

Which structure wins on stability? iii wins.

## i
Density functional theory data (ωB97M-V/def2-TZVPD) for C2H5NO as an isolated structure.

Each line ends with the Mulliken charge.
Atoms and positions in Å:
C 1.16158 -0.56653 -0.45839  -0.83
C -0.08060 0.09518 0.14217  0.42
N -1.10403 0.12993 -0.88971  -0.54
O -0.03412 0.44263 1.30510  -0.53
H 0.81074 -1.15483 -1.30723  0.31
H 1.81043 -1.11177 0.22477  0.31
H 1.71525 0.29776 -0.84307  0.23
H -1.57109 1.03711 -0.84331  0.29
H -1.20822 -0.63837 -0.06518  0.33

E_LUMO = 0.71 eV
charge = 0
HOMO-LUMO gap = 10.80 eV

## ii
Density functional theory data (ωB97M-V/def2-TZVPD) for C2H5NO as an isolated structure.

Each line ends with the Mulliken charge.
Atoms and positions in Å:
C -1.27794 0.03264 -0.01708  -0.70
C 0.26073 0.40389 0.04913  0.73
O 0.69417 1.52415 0.20894  -0.57
N 0.67320 -0.81914 -0.12667  -0.45
H -1.68545 0.41217 0.92178  0.26
H -1.52260 -1.02454 -0.12652  0.28
H -1.66549 0.59164 -0.87069  0.24
H 2.34414 -0.29541 -0.29342  0.11
H 2.17925 -0.82541 0.25454  0.11

E_LUMO = -0.88 eV
charge = 0
HOMO-LUMO gap = 9.39 eV

Which structure wins on stability? i wins.

## i
Density functional theory data (ωB97M-V/def2-TZVPD) for a 14-piece molecular cluster, H28O14 overall.

Each line ends with the Mulliken charge.
Atoms and positions in Å:
H 0.59254 0.17314 -1.45019  0.29
H -0.20875 -0.18769 -0.21012  0.16
H -2.15347 4.39998 0.62574  0.29
H -1.12088 3.45011 1.21016  0.30
H 2.25985 4.40470 -0.32118  0.32
H 3.22696 3.38947 0.26538  0.28
H 3.55880 0.90864 -3.44277  0.32
H 3.11899 2.17726 -2.73057  0.32
H -1.36159 -1.78829 -0.53896  0.22
H -2.07428 -0.58566 0.05753  0.32
H 1.89853 3.47811 3.67072  0.30
H 2.51484 2.81936 2.44751  0.31
H 0.38327 0.21367 -4.34017  0.29
H 0.04676 -0.94885 -3.42074  0.31
H 0.98084 -3.27320 -2.25722  0.30
H 0.22139 -1.98037 -2.00849  0.26
H 4.48772 -1.30897 2.37925  0.32
H 3.59769 -1.62960 1.18967  0.32
H -4.31750 1.30324 1.14917  0.30
H -3.34281 0.69768 2.14582  0.28
H 0.28263 -0.73614 2.46199  0.27
H 0.92404 -0.22886 3.74313  0.30
H -3.52333 -2.40993 1.52923  0.32
H -3.48229 -2.91083 2.96361  0.27
H -2.84870 -1.41294 -4.13640  0.30
H -3.32498 -0.03194 -4.55598  0.28
H -0.77148 -5.18719 2.05288  0.29
H -1.10155 -3.73107 1.76859  0.34
O 0.32672 0.51784 -0.59024  -0.54
O -2.06781 3.54145 1.05536  -0.58
O 3.19958 4.20160 -0.25297  -0.62
O 2.80948 1.50791 -3.35120  -0.62
O -2.20199 -1.51767 -0.15232  -0.48
O 1.70941 2.83665 2.97664  -0.59
O -0.16370 -0.57803 -4.28514  -0.61
O 1.08597 -2.31522 -2.27184  -0.56
O 4.52274 -1.58661 1.45692  -0.64
O -3.90600 1.46712 2.00521  -0.60
O 1.13264 -0.66898 2.91140  -0.57
O -2.94656 -2.46230 2.29967  -0.57
O -2.94318 -0.51044 -3.81149  -0.57
O -0.36520 -4.31629 1.97907  -0.63

E_LUMO = -0.21 eV
charge = 0
HOMO-LUMO gap = 10.48 eV

## ii
Density functional theory data (ωB97M-V/def2-TZVPD) for a 14-piece molecular cluster, H28O14 overall.

Each line ends with the Mulliken charge.
Atoms and positions in Å:
O -14.42886 17.98672 -12.38818  -0.66
H -14.53285 17.12467 -12.76327  0.28
H -13.69005 18.35816 -12.87341  0.51
O -10.55292 21.30709 -14.63128  -0.63
H -10.76184 21.08145 -13.71120  0.20
H -10.02430 22.12158 -14.61675  0.30
O -10.64433 21.52125 -17.17093  -0.72
H -10.76394 21.31283 -16.20750  0.36
H -11.29424 22.20760 -17.34400  0.40
O -12.34850 18.98610 -13.78300  -0.71
H -11.64411 18.76661 -13.11628  0.32
H -12.01171 18.50042 -14.51800  0.24
O -11.35529 24.32534 -15.34768  -0.59
H -11.89150 23.82333 -15.91395  0.39
H -10.86513 24.96749 -15.87439  0.29
O -16.00454 22.15682 -15.86828  -0.55
H -15.92998 21.21254 -15.86260  0.25
H -16.91924 22.43797 -15.96285  0.27
O -12.55174 23.44171 -12.66786  -0.61
H -12.60830 22.91333 -13.45863  0.15
H -12.22508 22.85517 -12.03777  0.35
O -13.29758 21.38583 -14.47781  1.07
H -13.08954 21.62108 -15.37152  -0.14
H -12.82616 20.59426 -14.15976  -0.07
O -12.99940 23.01242 -16.88390  -0.70
H -13.44515 22.41662 -17.52255  0.27
H -13.42954 23.84604 -17.03542  0.19
O -13.46249 19.87174 -16.90575  -0.52
H -13.44317 19.39254 -17.70502  0.26
H -14.39042 20.07941 -16.71621  0.25
O -13.75310 20.71756 -11.60981  -0.62
H -14.24991 20.12949 -11.05364  0.34
H -14.39407 21.03111 -12.24246  0.29
O -15.42375 19.87859 -13.98087  -0.67
H -15.24792 19.14652 -13.41066  0.47
H -14.56157 19.99824 -14.46268  0.03
O -11.09277 21.02815 -11.78850  -0.65
H -10.74293 21.43568 -10.99699  0.35
H -12.01784 21.18435 -11.73700  0.22
O -15.45958 22.58063 -12.86167  -0.70
H -15.20780 22.34313 -13.74953  0.21
H -15.93333 23.41792 -12.97569  0.27

E_LUMO = -0.09 eV
charge = 0
HOMO-LUMO gap = 9.51 eV

Which structure wins on stability? ii wins.

## i
Density functional theory data (ωB97M-V/def2-TZVPD) for C5H7NS in the gas phase.

Each line ends with the Mulliken charge.
Atoms and positions in Å:
C 1.56489 0.03818 0.13405  -0.03
N 1.37071 -1.19930 0.19097  -0.64
C -0.00904 -1.59984 -0.00536  -0.15
S -0.62560 -1.46261 -1.66672  -0.17
C -1.17763 -0.63104 -0.05657  -0.46
C -0.89656 0.85334 0.15827  -0.57
C 0.57827 1.15782 -0.02115  -0.56
H 2.55734 0.40610 0.36336  0.36
H -0.19873 -2.50398 0.51489  0.47
H -2.10304 -1.10715 0.22093  0.49
H -1.31169 1.06515 1.11273  0.34
H -1.58684 1.57073 -0.44221  0.26
H 1.05469 1.94020 0.55731  0.39
H 0.78325 1.47240 -1.06050  0.27

E_LUMO = 0.83 eV
charge = 0
HOMO-LUMO gap = 9.67 eV

## ii
Density functional theory data (ωB97M-V/def2-TZVPD) for C5H7NS in the gas phase.

Each line ends with the Mulliken charge.
Atoms and positions in Å:
C 0.68196 -2.35310 -0.98177  -0.71
S -0.44596 -1.07195 -1.68561  -0.04
N -0.19279 0.03188 -0.22530  0.08
C 0.42117 1.29578 -0.40085  -0.46
C 0.10533 2.12752 0.50461  -0.20
C -0.88030 1.40222 1.27542  -0.41
C -1.08654 0.14214 0.73074  -0.21
H 0.57421 -3.32743 -1.34347  0.39
H 1.64416 -1.83545 -1.14208  0.25
H 0.53615 -2.20511 0.30201  0.18
H 1.09457 1.60476 -1.31068  0.24
H 0.48812 3.13919 0.61899  0.39
H -1.41350 1.77501 2.24648  0.26
H -1.52656 -0.72545 1.41151  0.24

E_LUMO = 0.51 eV
charge = 0
HOMO-LUMO gap = 8.95 eV

## iii
Density functional theory data (ωB97M-V/def2-TZVPD) for C5H7NS in the gas phase.

Each line ends with the Mulliken charge.
Atoms and positions in Å:
C 2.04048 -1.56548 -1.25030  -0.79
S 0.14902 -1.15741 -1.32792  -0.13
C -0.03460 -0.96634 0.45997  -0.70
C -0.40698 0.19092 0.98188  -0.13
C -1.01611 1.32009 0.19585  0.27
C -2.26656 1.91063 0.76019  -0.43
N -1.29480 2.69288 0.71094  -0.47
H 2.28543 -0.79791 -2.03957  0.28
H 2.30148 -2.58732 -1.40835  0.30
H 2.26178 -1.18464 -0.26033  0.29
H 0.44216 -1.74702 1.04981  0.51
H -0.21448 0.42956 2.08890  0.23
H -0.90595 1.35410 -0.86024  0.46
H -3.34088 2.10794 0.89918  0.32

E_LUMO = 0.90 eV
charge = 0
HOMO-LUMO gap = 9.22 eV

Which structure wins on stability? i wins.

## i
Density functional theory data (ωB97M-V/def2-TZVPD) for a 2-piece molecular cluster, C4H7FOS overall.

Each line ends with the Mulliken charge.
Atoms and positions in Å:
C -3.70192 -0.30577 -0.21843  -0.69
C -2.90595 0.74378 -0.06134  -0.24
C -1.43683 0.64045 0.21220  -0.21
F -1.03226 -0.67967 0.27722  -0.27
H -4.76301 -0.18909 -0.41580  0.26
H -3.31115 -1.31548 -0.15316  0.24
H -3.29513 1.75828 -0.12536  0.29
H -0.85983 1.13733 -0.57844  0.37
H -1.18565 1.12473 1.16377  0.34
O 3.47017 0.94281 -0.06338  -0.44
C 3.01611 -0.16671 -0.01358  0.09
S 1.28713 -0.56531 -0.08031  -0.05
H 3.63273 -1.07733 0.08010  0.30
H 0.88858 0.71061 -0.18722  0.01

E_LUMO = 0.87 eV
charge = 0
HOMO-LUMO gap = 10.63 eV

## ii
Density functional theory data (ωB97M-V/def2-TZVPD) for C4H7FOS in the gas phase.

Each line ends with the Mulliken charge.
Atoms and positions in Å:
C -1.64159 0.77614 -0.60313  -1.25
C -0.38727 0.64807 0.22478  0.87
F -0.38202 1.59532 1.20265  -0.30
C -0.07256 -0.73316 0.80423  -0.79
O 1.31075 -0.87749 0.97380  -0.35
C 1.95379 -0.60372 -0.21972  -0.29
S 1.25643 0.96056 -0.88817  -0.18
H -1.59642 1.67267 -1.21432  0.35
H -2.49306 0.86148 0.07209  0.35
H -1.77073 -0.08304 -1.24988  0.33
H -0.52963 -0.84325 1.79001  0.31
H -0.45507 -1.50121 0.11405  0.35
H 3.02088 -0.48614 -0.03470  0.32
H 1.78651 -1.38622 -0.97170  0.27

E_LUMO = 0.81 eV
charge = 0
HOMO-LUMO gap = 9.82 eV

## iii
Density functional theory data (ωB97M-V/def2-TZVPD) for C4H7FOS in the gas phase.

Each line ends with the Mulliken charge.
Atoms and positions in Å:
C -0.48179 0.94266 -0.96658  -0.98
C -0.06214 -0.00718 -0.12926  0.95
C -0.55384 -0.07479 1.25913  -1.18
C 1.16593 -0.87391 -0.49107  -0.63
O 2.18869 -0.64066 0.45654  -0.25
S 3.70676 -0.36212 -0.11663  0.22
F 3.61467 1.30365 -0.22233  -0.25
H -1.31656 1.60023 -0.67680  0.29
H 0.01437 1.04562 -1.93922  0.25
H -0.48533 0.84572 2.01684  0.25
H -0.06400 -0.89590 1.77942  0.33
H -1.63407 -0.24092 1.11905  0.35
H 1.50996 -0.64336 -1.56213  0.36
H 0.93936 -1.91077 -0.48632  0.30

E_LUMO = 0.36 eV
charge = 0
HOMO-LUMO gap = 9.63 eV

Which structure wins on stability? ii wins.